# 1
{
  "formula": "C31H34Cl5N4O3SSi2Tl",
  "method": "ωB97M-V/def2-TZVPD",
  "elements": ["H", "C", "C", "O", "C", "C", "C", "H", "H", "H", "C", "C", "N", "H", "C", "N", "H", "C", "C", "H", "C", "H", "S", "Cl", "C", "H", "H", "H", "H", "H", "H", "C", "Cl", "Tl", "Cl", "C", "C", "H", "Si", "H", "C", "C", "C", "H", "Cl", "C", "H", "H", "C", "H", "H", "H", "H", "H", "H", "H", "C", "Cl", "C", "O", "C", "H", "C", "C", "H", "N", "Si", "C", "C", "H", "C", "C", "H", "C", "H", "H", "N", "O", "H", "C", "H"],
  "positions_angstrom": [[-0.256, 4.136, -2.167], [4.885, 0.807, 2.949], [-1.133, 0.161, -6.863], [-1.936, 0.673, 0.299], [-1.370, 2.088, -5.450], [7.060, 0.695, 1.827], [-1.627, 0.847, -7.975], [-0.769, 0.605, 4.635], [1.158, 5.687, 3.608], [1.506, 6.266, 1.953], [0.097, 1.245, 4.518], [0.632, 3.294, 3.324], [-0.853, 1.719, 2.352], [-2.379, 2.774, -8.601], [4.189, 1.209, 1.742], [0.059, -7.021, 2.787], [0.977, 0.531, 4.316], [-4.373, -0.761, 0.402], [-2.458, 0.568, 1.389], [0.321, 1.829, 5.464], [-5.938, -1.985, 1.713], [-5.974, -1.922, -0.384], [0.716, -4.992, 1.119], [7.446, 1.732, -0.663], [0.850, 4.213, 2.185], [-2.759, -0.932, -3.558], [3.078, -6.301, 2.325], [-3.686, 2.774, -3.333], [-4.094, 0.122, 3.573], [1.088, 3.579, 4.274], [0.045, -8.835, 3.872], [-2.077, 2.125, -7.782], [4.377, 2.602, -0.483], [0.787, 1.275, 0.029], [4.070, 0.609, 4.370], [6.313, 0.644, 2.979], [2.047, -7.820, 3.634], [2.669, 5.104, 2.697], [-1.219, 2.420, -3.533], [-1.367, -2.084, -3.318], [-1.762, -1.072, -3.139], [1.564, 5.398, 2.600], [-5.410, -1.380, 2.857], [-0.905, -6.917, 2.604], [8.515, -0.177, 1.672], [-0.992, 0.735, -5.607], [-2.810, 3.676, -1.988], [-2.326, 3.666, -6.360], [0.067, 3.705, -3.153], [0.042, 4.544, -3.939], [2.349, -8.687, 3.084], [-2.995, 1.934, -1.906], [1.791, 0.359, -3.010], [2.614, -7.691, 4.512], [-1.446, 0.391, -8.970], [1.226, -1.252, -3.369], [5.139, 1.721, 0.762], [7.097, 0.161, 4.429], [1.187, -0.228, -3.751], [0.614, 3.823, 1.000], [-2.005, 2.708, -6.480], [-1.725, -0.790, -2.043], [-2.873, 2.738, -2.632], [-3.765, -0.185, 1.522], [-0.623, -0.803, -7.036], [2.210, -6.730, 2.647], [-0.611, 0.227, -3.851], [-5.449, -1.559, 0.476], [1.031, -6.324, 2.155], [0.328, -7.360, 4.799], [6.521, 1.362, 0.728], [-4.440, -0.408, 2.742], [-5.797, -1.748, 3.825], [-0.060, 2.106, 3.324], [-6.853, -2.564, 1.710], [1.754, -0.185, -4.709], [-1.932, 1.050, 2.540], [2.938, 1.070, 1.589], [1.161, 3.336, -3.141], [0.563, -7.885, 3.878], [-4.030, -0.450, -0.596]],
  "forces_ev_per_angstrom": [[0.83, -0.23, -0.70], [3.01, 0.61, -1.37], [1.27, -0.96, -0.18], [1.61, -0.06, -4.28], [-0.84, -0.64, 1.49], [0.00, 0.81, -0.90], [1.06, -0.71, -0.23], [-0.27, -0.01, 0.22], [0.72, -0.12, -0.87], [-0.09, 0.04, -0.38], [1.25, -0.97, 1.40], [1.14, 2.76, -1.59], [3.09, 2.80, -1.94], [-0.23, -0.28, -0.01], [0.09, -0.93, 0.20], [0.97, -1.24, 0.28], [-1.04, 1.07, 0.35], [1.75, 1.79, -1.43], [-1.12, 0.35, 4.40], [-0.26, -0.72, -0.99], [-0.04, 0.90, -0.38], [0.03, -0.06, -0.66], [0.55, -1.60, 0.69], [0.32, -0.01, -0.31], [-1.37, -5.33, 0.94], [-0.03, -0.16, 0.23], [-0.59, -0.37, 0.38], [-0.56, 0.10, -0.19], [0.61, 0.54, 1.29], [0.02, -0.05, -0.27], [0.42, -0.42, -0.03], [-0.17, 1.36, 0.97], [0.01, 0.38, -0.79], [-0.91, 0.64, 0.88], [-1.55, -0.27, 1.67], [-2.54, -0.44, -0.05], [0.19, -0.21, -2.12], [-1.39, 0.57, -0.03], [-0.33, -0.15, -0.53], [-0.35, 0.26, 0.21], [0.85, 0.54, 0.74], [1.84, 1.81, 1.26], [-0.99, -0.87, 0.16], [-0.68, 0.47, -0.30], [1.00, -0.15, -0.01], [-0.54, 0.26, -0.60], [-0.19, -0.98, -1.01], [-1.02, 2.69, 0.19], [1.15, 1.26, -0.26], [-0.10, -1.07, 1.12], [0.49, -1.07, 0.18], [-0.15, -0.15, -0.03], [-0.64, -0.30, -0.55], [0.73, 0.22, 0.95], [-0.61, 0.42, 0.62], [0.22, -0.12, -0.12], [0.58, -0.94, 0.35], [0.12, -0.22, 0.44], [1.48, -0.09, 0.59], [0.48, 1.41, 0.34], [0.80, -1.75, -2.42], [-0.41, -0.70, -0.87], [1.33, 1.00, 0.94], [-0.40, 0.05, 0.59], [-0.68, 0.18, 0.08], [0.33, 0.25, 0.43], [0.32, -0.22, 0.05], [-1.67, -1.54, 1.10], [-1.19, 2.13, -0.54], [-0.11, -0.17, 0.49], [-2.53, 0.38, 0.53], [0.82, -0.66, -0.99], [0.23, 0.72, -0.36], [-1.12, -1.08, -0.07], [0.16, -0.39, 0.37], [-0.61, -0.04, 0.51], [-3.39, -3.26, 0.15], [1.49, 0.70, 0.23], [-1.80, 0.48, 0.26], [-1.10, 1.99, -0.43], [0.25, -0.25, 0.52]],
  "lowdin_charge": [0.0331, -0.6684, -0.1093, -0.1852, -0.2928, -0.8041, -0.1276, 0.0421, 0.0821, 0.0605, -0.0710, -0.0736, -0.0732, 0.0887, -0.5051, -0.0005, 0.0813, -0.0702, -0.5579, 0.0772, -0.1363, 0.0826, 0.5031, 0.6410, -0.5147, 0.0257, 0.1453, 0.0022, 0.0753, 0.0757, 0.1104, -0.1006, 0.6724, 0.9358, 0.7367, -0.7343, -0.1415, 0.1102, 0.5652, 0.0260, -0.1914, -0.0858, -0.1249, 0.1142, 0.6257, -0.3018, 0.0540, 0.0609, -0.2334, 0.0410, 0.1037, 0.0034, 0.0090, 0.1006, 0.1015, 0.0194, -0.6225, 0.6236, -0.2184, -0.1831, -0.0985, 0.0378, -0.1826, -0.1080, 0.1003, 0.0116, 0.4944, -0.1432, -0.9153, 0.1107, -0.7333, -0.0516, 0.0916, -0.4230, 0.0744, 0.0355, 0.0155, -0.2357, 0.0536, -0.1406, 0.1045],
  "gap_ev": [3.04, 3.04],
  "total_charge": -2,
  "e_above_lowest_kj_mol": 108.1
}

# 2
{
  "formula": "C31H34DyIN4O2SSi2",
  "method": "ωB97M-V/def2-TZVPD",
  "elements": ["C", "H", "H", "C", "H", "C", "H", "C", "H", "H", "C", "H", "N", "C", "C", "H", "H", "H", "H", "C", "C", "H", "C", "C", "H", "H", "C", "H", "C", "Si", "H", "C", "C", "C", "Si", "N", "N", "C", "H", "C", "H", "C", "O", "C", "H", "C", "H", "C", "H", "O", "H", "H", "S", "C", "C", "C", "I", "H", "C", "C", "H", "H", "H", "H", "C", "C", "C", "H", "H", "N", "Dy", "C", "H", "H", "H", "H"],
  "positions_angstrom": [[-1.099, 2.341, 4.813], [1.132, -0.992, 3.618], [-3.454, 0.978, -1.668], [-0.513, 1.708, -4.157], [5.811, 1.938, -2.229], [1.685, 1.588, 2.474], [1.942, -2.553, 0.988], [0.651, -0.150, -5.307], [-5.261, -3.994, 0.341], [0.574, -2.611, 3.521], [5.265, 2.296, -0.102], [1.986, 3.459, 4.642], [-2.151, 1.874, 4.218], [2.070, -2.053, -5.337], [1.298, -1.131, -6.024], [4.481, 2.711, 1.757], [-4.190, 0.907, 3.099], [-0.774, -2.076, -3.516], [2.550, -2.778, -5.923], [2.961, 1.810, 0.454], [1.241, 2.873, 5.196], [-1.315, 3.124, -2.952], [3.774, 1.430, -1.754], [-3.076, 0.143, -2.303], [0.741, 3.504, 5.985], [-0.641, -3.091, -2.058], [-0.751, 1.068, 2.560], [-1.632, 3.395, -4.679], [0.178, 2.269, 4.328], [-1.651, -0.921, -1.466], [0.760, -2.241, -0.323], [-1.323, -2.390, -2.592], [5.059, 1.932, -1.451], [0.357, 1.605, 3.133], [-0.335, -1.411, 1.611], [1.741, 1.691, 1.224], [-1.314, 2.793, -3.900], [-1.839, -2.364, 1.201], [-1.972, -3.370, 3.072], [1.579, -0.975, -3.218], [1.205, -1.171, -7.139], [0.222, -1.570, 3.418], [2.003, 1.814, 5.850], [2.178, -1.966, -3.934], [-0.587, -1.318, 4.138], [-4.274, -3.601, 0.586], [-3.950, -0.505, -2.427], [0.776, -0.064, -3.883], [-4.198, -2.545, -1.276], [-0.602, 0.289, 1.420], [1.712, -0.855, -2.144], [-1.221, 2.779, 5.752], [-0.392, 1.153, -5.839], [-3.675, -2.714, -0.317], [1.228, -1.819, 0.591], [-2.423, -3.246, 2.090], [-1.196, 3.879, -0.492], [2.555, 1.681, 3.044], [4.229, 2.281, 0.811], [-2.012, 1.235, 3.067], [-3.180, -0.194, 2.021], [1.828, -0.903, 0.293], [3.601, 1.074, -2.825], [-4.088, -4.526, 2.539], [-3.601, -3.927, 1.800], [-3.321, 0.821, 2.365], [-2.483, -2.063, -0.029], [-2.160, -2.985, -2.943], [2.796, -2.647, -3.380], [0.161, 1.038, -3.264], [0.162, 1.282, -0.703], [2.692, 1.334, -0.852], [6.234, 2.662, 0.171], [1.383, 1.080, 6.031], [-2.752, 0.436, -3.296], [-3.399, 1.445, 1.482]],
  "forces_ev_per_angstrom": [[0.68, -0.19, -0.11], [-0.30, 0.22, -0.06], [0.59, -0.26, -0.63], [-0.72, 1.22, -0.63], [0.16, 0.19, 0.25], [-1.46, 0.54, -0.09], [-0.39, 0.18, 0.18], [-0.40, 0.64, 1.76], [0.30, -0.17, 0.19], [-0.48, 0.16, 0.22], [-0.10, 0.02, -1.64], [-0.30, -0.01, 0.20], [-1.54, -0.32, -0.20], [-0.81, 1.09, 1.02], [-0.12, -0.09, -1.24], [-0.26, 0.00, 0.75], [1.28, 0.02, -1.21], [-0.40, -0.30, 0.64], [0.75, -1.09, -0.33], [-0.48, -0.67, -1.18], [0.41, -0.47, 0.85], [-0.21, 0.52, 0.31], [0.03, -0.45, -1.65], [-0.22, -0.80, 1.21], [0.62, -0.41, -0.87], [-0.35, 0.37, -0.30], [-0.32, -1.11, -1.61], [0.42, -0.73, 1.11], [0.49, 0.59, 0.48], [-1.03, -0.20, 0.87], [0.70, 0.10, 0.14], [1.39, -0.18, -1.08], [-1.78, -0.92, 1.08], [1.51, 0.44, 0.26], [1.93, 0.14, 0.86], [0.77, 0.21, -1.08], [0.63, -0.86, -1.50], [-0.59, 0.75, -1.06], [0.02, -0.21, -0.09], [-0.61, 0.84, 0.43], [0.11, -0.01, 1.18], [-0.40, -0.39, -0.23], [-0.65, 0.05, -0.31], [0.69, -0.65, -0.93], [0.67, -0.30, -0.22], [0.91, -0.10, 0.68], [0.01, -0.07, -0.15], [0.51, 0.42, -1.03], [0.35, 0.08, 0.59], [-0.20, 0.03, -0.51], [0.11, -0.22, -0.21], [-0.49, 0.84, 1.46], [0.10, -0.06, 0.60], [-0.80, -0.37, -0.08], [-0.57, 0.70, -0.95], [-0.12, -0.62, 0.66], [-0.05, 0.03, 0.14], [1.39, -0.11, 1.25], [-0.15, 0.06, 0.30], [-1.93, 0.38, 0.27], [-0.42, -0.38, -0.15], [-0.64, -0.93, 0.31], [0.24, 0.52, 1.41], [-0.09, -0.46, 0.28], [-0.80, 1.42, -1.46], [0.84, -0.05, 1.41], [0.65, 0.49, -0.54], [-0.43, 0.06, 0.21], [0.23, -0.42, -0.06], [-0.41, -0.24, -0.50], [1.01, -0.56, 0.22], [0.27, 0.67, 0.00], [0.31, 0.20, 0.37], [0.43, 0.57, -0.06], [-0.03, 0.40, -0.06], [-0.46, 0.22, -0.15]],
  "lowdin_charge": [-0.1011, 0.0365, 0.0207, -0.6712, 0.0949, -0.0350, 0.0468, -0.4651, 0.0998, 0.0463, -0.0961, 0.1245, 0.1413, -0.0669, -0.0981, 0.0980, 0.1135, 0.0191, 0.0861, -0.3090, -0.1731, -0.1007, -0.1334, -0.2314, 0.1295, 0.0380, -0.2724, 0.1209, -0.1498, 0.5470, 0.0046, -0.2380, -0.0751, -0.0865, 0.5173, -0.0051, 0.0898, -0.2835, 0.0971, -0.0882, 0.1269, -0.1369, -0.0739, -0.0642, 0.0560, -0.0601, 0.0043, -0.3356, 0.1019, -0.3338, 0.0749, 0.1034, 1.0789, -0.1182, -0.1438, -0.1110, 0.0808, 0.1217, -0.0466, -0.2320, 0.0502, 0.0196, 0.1012, 0.0890, -0.0677, 0.0298, -0.2825, 0.0254, 0.1073, -0.0326, 1.0299, -0.2066, 0.0927, 0.0940, -0.0075, 0.0735],
  "gap_ev": [6.85, 6.75],
  "spin_multiplicity": 6
}

# 3
{
  "formula": "C31H34IN5O2STl",
  "method": "ωB97M-V/def2-TZVPD",
  "elements": ["N", "H", "C", "C", "C", "H", "C", "H", "C", "I", "C", "H", "H", "C", "C", "C", "C", "C", "C", "H", "H", "C", "H", "H", "H", "H", "C", "H", "H", "H", "C", "C", "H", "H", "C", "C", "C", "Tl", "H", "C", "H", "H", "C", "H", "H", "N", "C", "C", "H", "O", "H", "C", "N", "H", "H", "C", "C", "N", "H", "O", "C", "S", "C", "H", "C", "H", "H", "H", "N", "H", "H", "H", "C", "C", "H"],
  "positions_angstrom": [[4.074, 3.272, 3.191], [0.211, -5.338, 0.213], [-2.298, -0.417, 2.966], [0.636, 3.121, -3.117], [2.066, 1.633, -4.865], [0.794, -3.538, -2.102], [1.899, 1.280, -3.556], [2.402, -4.333, -0.480], [3.221, -2.516, 0.235], [-4.730, -5.626, -1.817], [-4.063, 0.507, -0.335], [-0.673, -0.117, 5.064], [-5.809, -1.279, 0.713], [0.379, -1.977, 1.112], [0.081, 5.290, -2.081], [-1.275, 5.463, -0.117], [-0.774, 3.270, -0.997], [-0.564, -2.047, 2.189], [-0.558, 6.077, -1.130], [0.579, -1.416, 4.649], [-2.801, -3.436, -2.684], [1.575, -2.872, -1.700], [2.726, 1.012, -5.490], [1.131, -1.881, -1.603], [-2.475, -0.971, -1.883], [-1.781, 5.997, 0.647], [-5.110, -1.702, -0.014], [2.305, 0.353, -3.173], [-6.023, -3.652, 0.230], [3.375, 3.486, 2.457], [-0.022, 3.888, -2.056], [-0.849, -0.844, 3.032], [2.996, -1.404, 0.187], [-2.416, 0.521, 3.511], [4.455, 1.705, 1.441], [-4.445, -3.614, -1.238], [1.514, 2.822, -5.328], [-0.238, 1.237, -0.166], [1.656, 3.152, -6.362], [-1.481, 4.094, -0.138], [2.408, -2.865, -2.419], [-1.195, -1.809, 4.987], [2.056, -3.278, -0.329], [0.691, 5.812, -2.850], [-2.205, 3.606, 0.555], [0.649, -0.862, 0.609], [-0.861, -4.430, 1.828], [-4.104, -0.911, -0.618], [4.529, 4.195, 3.346], [-5.132, 1.061, 0.075], [-1.957, -3.300, 3.274], [-3.290, -1.599, -1.528], [4.893, 2.294, 2.569], [-2.597, -0.242, 1.935], [-0.438, 7.162, -1.187], [-1.161, -3.242, 2.511], [-0.479, -1.065, 4.514], [1.254, 2.010, -2.698], [4.102, -2.656, -0.439], [-2.975, 1.164, -0.551], [0.141, -4.448, 0.824], [3.508, 2.516, 0.264], [-3.432, -2.919, -1.888], [4.455, -0.159, 0.603], [-5.324, -3.024, -0.340], [3.419, -2.843, 1.249], [5.525, 1.804, 3.170], [-2.959, -1.179, 3.405], [4.769, 0.389, 1.400], [5.511, 0.046, 1.989], [-0.185, -0.031, 2.679], [-1.395, -5.333, 2.051], [0.842, -3.300, 0.598], [0.844, 3.625, -4.405], [0.401, 4.612, -4.590]],
  "forces_ev_per_angstrom": [[-0.36, 1.02, -0.10], [0.69, -0.14, 0.10], [-0.16, 0.26, -0.19], [1.66, 0.04, 0.45], [0.75, -0.09, -1.55], [0.30, 0.03, 0.32], [0.56, -0.89, 0.02], [-0.24, 0.46, 0.52], [0.48, 1.78, -1.28], [-0.03, 0.06, 0.16], [-0.30, 4.37, 0.75], [0.45, -0.50, -0.27], [0.46, 0.28, -0.26], [-1.18, -2.46, 0.95], [-0.03, 0.19, -0.53], [-0.58, -0.24, -0.79], [0.81, 1.36, -1.89], [-0.27, -0.56, 1.38], [0.61, 0.16, 0.14], [-0.97, 0.37, -0.03], [-0.80, 0.94, 1.34], [0.04, 0.64, -0.76], [-0.64, 0.29, 0.12], [0.10, 0.14, -0.30], [-0.01, -0.29, -0.46], [-0.35, 0.79, 0.46], [-0.54, 0.77, 0.19], [0.25, -0.07, 0.02], [0.13, 0.48, -0.51], [0.14, -0.27, 0.46], [-0.95, 0.68, 1.25], [0.58, 0.37, 0.48], [0.02, -1.26, 0.40], [-0.23, 0.01, 0.07], [-0.75, 0.06, -0.44], [-0.13, -0.52, -0.83], [0.18, 0.57, 0.26], [-0.64, -1.04, 0.28], [-0.03, -0.13, 0.40], [-0.12, -1.06, 0.80], [-0.15, 0.15, 0.03], [0.95, 0.57, -0.52], [-1.04, -2.05, -0.19], [-0.49, -0.55, 0.49], [0.73, 0.49, -0.32], [2.02, 2.54, -1.94], [0.18, 0.58, -0.46], [-1.28, -3.73, -0.15], [0.31, -1.08, -0.47], [1.44, -1.30, -0.50], [0.53, 0.18, -0.29], [0.98, 1.95, 0.34], [0.12, 1.36, -0.20], [-0.16, 0.02, -0.08], [-0.05, -0.33, 0.20], [-0.65, -0.98, 0.09], [-0.46, -0.56, 0.62], [-1.63, 0.17, 0.88], [-0.36, -0.14, 0.66], [-0.27, -1.22, 0.18], [-1.00, 0.41, 1.02], [0.57, -0.84, 0.99], [0.12, -1.00, -0.55], [0.37, 0.26, 0.32], [0.80, -0.83, 0.51], [0.26, 0.13, 0.15], [-0.29, -0.28, 0.46], [0.13, 0.20, -0.11], [0.00, 0.06, -0.98], [-0.20, -0.28, -0.04], [-0.46, -0.31, -0.07], [-0.26, -0.27, 0.08], [0.94, 0.83, -0.87], [-0.83, -0.14, 0.04], [0.25, -0.62, -0.49]],
  "lowdin_charge": [0.0040, 0.1050, -0.0602, -0.2448, -0.0826, 0.0826, -0.1627, 0.1324, -0.0959, 0.7611, -0.6494, 0.0741, 0.1187, -0.3997, -0.0609, -0.0993, -0.2501, -0.1648, -0.1014, 0.0869, 0.1089, -0.0827, 0.1065, 0.0525, 0.1093, 0.0866, -0.0195, 0.1105, 0.0949, 0.0115, -0.2028, -0.4212, 0.0609, 0.0814, -0.8841, -0.7314, -0.0630, 1.0421, 0.1049, -0.1465, 0.0741, 0.0818, -0.4171, 0.1100, 0.1103, -0.0464, -0.0755, -0.1422, 0.0856, -0.0395, 0.1112, -0.0279, -0.1153, 0.0647, 0.0972, -0.0582, -0.0818, 0.0880, 0.0841, -0.1712, -0.0578, 0.5556, -0.1677, 0.0688, -0.1640, 0.0799, 0.1228, 0.0825, 0.0948, 0.0995, 0.0965, 0.0826, -0.1329, -0.0143, 0.1097],
  "gap_ev": [6.14, 5.62],
  "total_charge": -1,
  "e_above_lowest_kj_mol": 0.0
}